(1)
This record from OMol25 describes a 2-piece molecular cluster, C2H7NO overall. The level of theory is ωB97M-V with the def2-TZVPD basis set.

Values from the calculation:
energy relative to the best compared isomer or geometry (same formula, charge and spin) = 51.89 kcal per mole
lowest unoccupied orbital energy = 0.87 eV
HOMO = -9.47 eV
largest force on an atom = 4.7 eV/A

Last columns: bonded neighbours and bond lengths (Å).
Geometry (Å):
1 C 1.64006 -0.16126 -0.40596  N2 1.461, H3 1.089, H4 1.003, H5 1.045
2 N 0.32908 0.25829 0.08487  C1 1.461, H6 1.019, H7 1.027
3 H 1.96626 0.41553 -1.26964  C1 1.089
4 H 2.42215 -0.03185 0.20926  C1 1.003
5 H 1.74837 -1.11169 -0.82612  C1 1.045
6 H -0.39153 0.69422 -0.48830  N2 1.019
7 H 0.44523 1.02649 0.75617  N2 1.027
8 O -2.37247 -0.15344 -0.70097  C9 1.274
9 C -2.06471 -0.28324 0.52831  O8 1.274, H10 1.111, H11 1.126
10 H -2.07023 0.60374 1.19738  C9 1.111
11 H -1.65221 -1.25680 0.91501  C9 1.126

Atom charges from the Löwdin analysis, given in e for atoms 1 to 4:
1. C -0.150
2. N -0.056
3. H 0.074
4. H 0.031

=====

(2)
This record from OMol25 describes one molecule with the formula C2H7NO. The level of theory is ωB97M-V with the def2-TZVPD basis set.

Values from the calculation:
energy relative to the best compared isomer or geometry (same formula, charge and spin) = 12.04 kcal per mole
lowest unoccupied orbital energy = 0.94 eV
HOMO = -9.27 eV
largest force on an atom = 0.7 eV/A

Last columns: bonded neighbours and bond lengths (Å).
Geometry (Å):
1 C 0.29527 -0.90180 -0.20870  C2 1.523, H5 1.109, H6 1.101, N10 1.458
2 C -0.38265 0.31488 -0.82417  C1 1.523, H7 1.097, H8 1.102, O11 1.417
3 H -0.84778 -1.21856 1.47480  N10 1.019
4 H 0.32203 -0.08380 1.63820  N10 1.030
5 H -0.11118 -1.79631 -0.72271  C1 1.109
6 H 1.36977 -0.85683 -0.44608  C1 1.101
7 H -1.47285 0.23491 -0.73318  C2 1.097
8 H -0.15450 0.38322 -1.89993  C2 1.102
9 H 0.84827 1.78599 -0.45823  O11 0.968
10 N 0.11996 -1.00991 1.23430  C1 1.458, H3 1.019, H4 1.030
11 O -0.03365 1.51778 -0.16197  C2 1.417, H9 0.968

Atom charges from the Löwdin analysis, given in e for atoms 1 to 4:
1. C -0.292
2. C -0.288
3. H 0.066
4. H 0.068

=====

(3)
This record from OMol25 describes one molecule with the formula C2H7NO. The level of theory is ωB97M-V with the def2-TZVPD basis set.

Values from the calculation:
energy relative to the best compared isomer or geometry (same formula, charge and spin) = 25.37 kcal per mole
lowest unoccupied orbital energy = 1.11 eV
HOMO = -9.16 eV
largest force on an atom = 2.3 eV/A

Last columns: bonded neighbours and bond lengths (Å).
Geometry (Å):
1 C -1.14953 0.08377 -0.81168  N2 1.442, H5 1.092, H6 1.074, H7 1.111
2 N 0.05754 -0.55266 -0.34691  C1 1.442, C3 1.419, H8 1.032
3 C 0.59131 0.18497 0.74126  N2 1.419, O4 1.434, H9 1.097, H10 1.113
4 O 1.93882 -0.20388 1.04206  C3 1.434, H11 1.004
5 H -1.67547 -0.32945 -1.67520  C1 1.092
6 H -1.94170 -0.02964 -0.09473  C1 1.074
7 H -1.19863 1.16704 -1.05387  C1 1.111
8 H 0.69583 -0.59979 -1.15608  N2 1.032
9 H -0.07210 0.20092 1.61521  C3 1.097
10 H 0.71786 1.22475 0.36601  C3 1.113
11 H 2.03607 -1.14602 1.37394  O4 1.004

Atom charges from the Löwdin analysis, given in e for atoms 1 to 4:
1. C -0.177
2. N -0.116
3. C -0.340
4. O -0.081

=====

(4)
This record from OMol25 describes one molecule with the formula C2H7NO. The level of theory is ωB97M-V with the def2-TZVPD basis set.

Values from the calculation:
energy relative to the best compared isomer or geometry (same formula, charge and spin) = 12.06 kcal per mole
lowest unoccupied orbital energy = 0.95 eV
HOMO = -9.35 eV
largest force on an atom = 0.9 eV/A

Last columns: bonded neighbours and bond lengths (Å).
Geometry (Å):
1 C -0.43500 -0.48652 0.43338  C2 1.521, H5 1.100, H6 1.090, N10 1.469
2 C -0.26541 0.90625 -0.15511  C1 1.521, H7 1.090, H8 1.113, O11 1.416
3 H 1.38766 -0.82246 1.31982  N10 1.012
4 H 1.32873 -1.13498 -0.28162  N10 1.028
5 H -0.92354 -0.39895 1.41550  C1 1.100
6 H -1.12841 -1.07520 -0.16789  C1 1.090
7 H 0.36877 1.49970 0.50381  C2 1.090
8 H -1.27690 1.36918 -0.20276  C2 1.113
9 H -0.23587 0.48663 -2.04400  O11 0.960
10 N 0.81272 -1.24356 0.60100  C1 1.469, H3 1.012, H4 1.028
11 O 0.36725 0.89991 -1.42213  C2 1.416, H9 0.960

Atom charges from the Löwdin analysis, given in e for atoms 1 to 4:
1. C -0.288
2. C -0.284
3. H 0.059
4. H 0.066